Entry from OMol25: C11H20BeN2OP as an isolated structure at a distorted geometry (ωB97M-V/def2-TZVPD).

Last column: Löwdin charge in e.
Geometry (Å):
H 0.789 1.660 3.527  0.12
C 0.424 1.003 -3.393  -0.25
H -0.941 1.454 3.097  0.14
H -0.766 3.306 -0.294  -0.16
C 0.002 -0.342 3.845  -0.18
H 0.980 -0.820 3.850  0.12
H -2.317 -1.805 0.272  0.10
N 0.517 0.679 1.748  -0.10
H -2.039 -2.831 1.718  0.08
H 1.963 0.999 0.283  0.07
C -0.988 -1.240 3.142  -0.16
C -0.153 -1.817 -3.718  -0.30
C 0.061 0.959 3.114  -0.16
H -2.005 -0.969 3.459  0.12
H -0.216 -1.353 -5.814  0.05
Be 0.116 0.190 -1.913  -0.09
H 2.632 0.647 1.939  0.10
P 0.282 2.739 -1.074  0.74
H -0.843 -2.284 3.438  0.12
H -0.846 -2.836 0.375  0.09
C -0.057 -0.940 -4.818  -0.25
C -1.558 -2.216 0.949  -0.03
C 0.247 0.409 -4.633  -0.32
N -0.880 -1.145 1.666  -0.06
O -0.130 -0.152 -0.309  -0.05
H 0.357 0.973 -5.577  0.06
H -0.301 -0.179 4.879  0.11
C -0.163 -0.212 0.982  -0.37
H -0.391 -2.872 -3.913  0.05
H 0.424 3.817 -1.983  -0.13
H -0.002 -2.116 -1.598  -0.03
H 1.851 2.236 1.555  0.06
H 1.338 3.238 -0.257  -0.17
C 1.833 1.165 1.360  -0.08
C 0.037 -1.406 -2.427  -0.16
H 0.744 2.059 -3.478  -0.07

Results
- F_max (eV/A) = 5.59
- energy (a.u.) = -971.8753
- total charge = -1
- gap between HOMO and LUMO (eV) = 3.12
- lowest unoccupied orbital energy (eV) = 2.38